Record 1
Density functional theory data (wB97M-V/def2-TZVPD) for a molecular structure, C38H29F10IrN6O2S2Se.

## Properties
Multiplicity: 6
<S²>: 8.81
Total charge: -1
Energy (hartree): -6245.10246

```
89
Properties=species:S:1:pos:R:3:forces:R:3:mulliken_spin:R:1
H -3.754 0.425 2.298 -0.01 -0.10 0.01 -0.003
F 2.497 -0.129 -7.098 0.00 0.08 0.07 0.000
C -1.950 3.505 -5.662 -0.08 -0.07 0.05 0.251
C -2.547 -1.616 1.427 0.44 -0.10 -0.41 -0.018
C -7.135 -1.780 0.969 0.00 0.03 -0.03 0.001
H 0.352 -2.433 -0.889 0.01 0.05 -0.01 0.012
C 2.768 2.483 -4.605 0.05 -0.04 -0.35 -0.005
C 1.007 -2.095 1.526 0.01 -0.10 -0.03 0.012
H -6.718 -0.309 -2.085 -0.01 0.00 -0.02 0.000
C -1.194 2.880 4.439 0.09 0.17 -0.09 -0.009
C 2.921 -0.948 0.617 -0.01 -0.01 0.03 0.001
F 2.468 2.420 -2.308 -0.04 -0.16 -0.32 -0.008
H 1.965 -3.116 -0.640 -0.05 -0.04 -0.03 -0.005
H 0.071 -2.543 1.190 0.00 0.05 0.04 -0.007
C 0.332 0.283 -1.873 -0.16 -0.07 -0.19 0.192
H -4.082 0.694 -2.673 0.01 -0.04 -0.06 0.002
C -5.346 -0.243 1.037 0.03 0.02 0.00 0.001
C -0.917 1.854 -3.619 0.02 0.20 0.12 0.045
H 3.269 -0.340 -0.216 0.00 -0.01 0.00 -0.001
F 0.028 2.872 2.502 -0.01 -0.13 -0.02 0.010
C 1.909 -1.602 -2.112 0.11 0.04 -0.12 -0.031
C -1.688 2.275 5.576 -0.30 0.12 0.02 0.032
F 1.756 -1.479 -4.955 0.03 0.11 0.07 0.000
C -4.405 1.496 -2.011 0.10 -0.03 0.05 -0.009
N -4.580 0.980 -0.669 -0.08 0.13 0.11 0.013
O 0.429 3.379 -0.507 -0.22 0.16 -0.08 0.080
C -6.123 -1.179 1.699 -0.02 0.03 0.01 0.008
C -2.169 2.120 -5.693 0.05 -0.02 0.00 -0.126
H 0.036 -1.862 3.337 0.04 -0.01 0.02 0.012
H 2.989 -0.362 1.531 0.01 0.03 0.01 -0.003
H -7.762 -2.521 1.447 0.00 0.00 0.00 0.001
H 2.991 -1.733 -2.216 0.01 0.02 0.06 -0.006
S -2.506 4.520 -6.990 0.07 0.07 0.03 -0.001
H 1.438 -2.224 -2.878 0.06 -0.08 -0.03 -0.006
N 1.538 -1.345 0.394 0.14 0.04 -0.11 0.180
H -5.928 -1.440 2.730 0.03 0.00 -0.01 0.001
C -1.027 4.783 -7.964 0.01 0.01 -0.05 0.017
N -2.890 -1.768 2.526 -0.03 -0.09 0.24 0.039
C -1.265 4.066 -4.570 -0.02 0.06 -0.02 -0.073
O -1.087 5.576 -8.870 -0.02 -0.01 -0.06 0.006
C 0.230 4.016 -7.636 -0.04 0.01 0.01 0.007
F 3.118 2.534 -6.951 -0.03 -0.15 0.23 0.000
C -1.680 1.309 -4.698 -0.04 -0.01 -0.05 0.250
H 1.653 -1.184 3.380 0.03 0.05 -0.03 0.006
C -0.810 0.193 4.741 -0.09 -0.09 0.22 0.044
C 0.837 2.395 0.055 0.37 0.25 -0.19 0.270
C 2.437 1.771 -3.474 0.02 -0.46 0.21 -0.003
Ir -0.183 0.500 0.330 -0.20 0.34 0.78 2.235
H -2.703 1.688 -6.530 -0.04 0.00 -0.01 -0.002
H -5.345 1.918 -2.365 0.01 0.02 -0.01 -0.001
Se -2.258 2.273 0.419 0.18 0.13 -0.02 0.176
S -2.023 -1.343 -0.147 -0.22 -0.20 0.13 0.156
F -1.323 4.208 4.282 0.00 -0.24 0.02 0.000
N 0.217 0.063 2.459 0.01 -0.27 -0.12 0.220
N 1.617 -0.191 -2.322 0.21 0.02 0.17 0.068
H 0.870 4.643 -7.012 -0.01 0.00 0.03 0.000
N -4.271 0.528 1.438 -0.11 0.44 -0.19 0.027
H 1.694 -2.918 1.785 -0.04 -0.02 0.01 -0.007
C -0.339 0.744 3.525 -0.19 -0.15 -0.20 0.044
H 2.884 1.760 -0.015 -0.01 0.01 -0.01 -0.009
C 2.123 -0.197 -4.775 -0.17 0.07 0.46 0.016
C 1.407 -2.177 -0.797 -0.04 -0.03 0.00 0.031
C -1.467 0.927 5.719 0.08 -0.23 0.17 -0.013
C -0.755 3.277 -3.574 0.00 0.02 -0.02 0.255
C -0.330 1.059 -2.681 -0.23 -0.41 0.03 0.381
H -1.832 0.238 -4.735 0.00 -0.01 0.01 0.006
F -1.897 0.299 6.831 0.05 0.12 -0.27 0.000
C 0.744 -1.266 2.767 0.06 0.04 0.05 0.001
F -0.662 -1.109 5.066 -0.06 0.05 -0.03 0.003
H 3.567 -1.834 0.712 0.01 0.00 0.02 0.003
C -3.781 1.234 0.394 -0.24 -0.27 0.03 0.066
C -7.356 -1.463 -0.375 0.01 -0.01 0.02 0.004
C -6.564 -0.539 -1.040 0.00 0.02 0.03 0.007
H 2.657 3.439 0.533 0.01 0.05 0.02 -0.005
F 3.084 3.779 -4.516 -0.02 -0.08 -0.04 0.000
F -2.398 2.965 6.486 0.19 -0.04 -0.05 0.002
C 2.271 2.422 0.595 -0.08 -0.11 0.16 0.142
H 0.037 3.090 -7.101 0.01 -0.01 -0.01 0.000
C -0.527 2.142 3.481 0.11 0.32 0.05 -0.013
C 2.482 0.498 -5.914 0.21 0.52 -0.18 0.004
H -8.152 -1.960 -0.912 -0.01 -0.01 -0.01 0.001
C -5.554 0.063 -0.306 0.02 -0.07 -0.02 -0.004
C 2.085 0.404 -3.508 0.11 0.27 -0.30 0.002
H -0.228 3.703 -2.730 -0.01 0.01 0.00 0.016
C 2.799 1.849 -5.842 -0.13 -0.21 0.02 0.001
H 0.751 3.822 -8.572 0.03 0.02 0.00 0.000
H 2.291 2.058 1.622 0.02 -0.01 0.04 0.001
H -3.634 2.261 -1.990 0.00 0.03 -0.01 0.011
H -1.128 5.140 -4.529 -0.01 0.02 -0.01 0.000
```
Forces are in eV/Å.

---

Record 2
Density functional theory data (wB97M-V/def2-TZVPD) for a molecular structure, C4H16F4O7Zr.

## Properties
Total charge: +2
Energy (hartree): -1133.94848

```
32
Properties=species:S:1:pos:R:3:forces:R:3:nbo_charge:R:1
O -3.607 -10.879 18.167 0.94 0.24 -2.18 -0.234
H -1.739 -2.111 12.166 -0.26 0.15 0.12 0.489
H -4.664 -12.520 17.274 0.90 -0.07 -0.11 0.217
H -0.635 -4.954 16.907 0.21 0.10 0.22 0.481
C -2.212 -11.253 17.824 -1.42 1.39 -1.82 0.206
H -2.511 -10.852 9.791 -0.12 0.02 -0.32 0.493
H -6.779 -12.094 18.234 0.18 -0.04 -0.99 0.275
H -2.152 -12.322 17.622 -0.02 -0.46 -0.88 0.273
H -7.361 -8.088 8.909 -0.09 0.12 -0.28 0.471
H -6.698 -8.187 10.267 0.18 0.15 0.24 0.467
C -1.424 -11.164 19.184 2.54 2.46 0.70 0.961
H -5.724 -11.559 19.396 0.23 0.52 0.13 0.248
O -2.245 -10.696 10.697 0.32 0.43 0.37 -0.972
F -0.494 -12.111 19.283 -0.81 0.01 -0.49 -0.275
O -1.900 -10.426 16.700 -1.50 -2.39 4.24 -0.117
F -2.214 -11.191 20.223 -0.37 -0.42 0.01 -0.261
O -1.332 -5.007 16.253 0.21 -0.41 -0.46 -0.970
O -1.078 -2.747 11.890 0.18 -0.55 0.08 -0.969
H -6.708 -3.939 13.640 0.15 -0.19 -0.25 0.468
Zr -0.616 -7.215 12.641 -1.93 0.58 -0.11 1.801
H -0.532 -2.270 11.266 0.15 0.18 -0.19 0.481
H -7.024 -3.472 15.045 0.00 0.05 0.28 0.464
C -6.016 -11.328 18.371 0.51 0.83 0.40 -0.638
H -6.451 -10.333 18.275 -0.08 -0.17 0.33 0.246
F -4.359 -6.720 12.572 1.70 -0.31 0.11 -0.646
H -4.847 -10.947 16.508 -0.01 0.46 -0.14 0.271
H -2.327 -11.549 11.122 -0.06 -0.26 0.07 0.481
H -2.105 -4.660 16.698 -0.31 0.14 0.04 0.491
O -7.353 -3.446 14.147 -0.14 0.11 -0.05 -0.901
O -7.426 -8.536 9.752 -0.06 -0.25 0.08 -0.909
F -0.742 -9.966 19.213 -0.89 -1.09 -0.32 -0.303
C -4.766 -11.453 17.470 -0.32 -1.31 1.17 -0.090
```
Forces are in eV/Å.

---

Which of these has the highest total charge? C4H16F4O7Zr

---

Which of these has the lowest total charge? C38H29F10IrN6O2S2Se

---

Which value of total charge does entry 1 give? -1